# 1
Formula: C32H24Br2F5N3O3SSiV
Source: the OMol25 dataset
Level of theory: ωB97M-V/def2-TZVPD

Each line ends with the Mulliken charge.
Geometry (Å):
V -0.868 -0.074 -0.015  0.966
Br 4.105 -1.709 7.831  -0.281
C 4.191 -2.699 6.202  0.155
C 5.425 -2.958 5.618  -0.419
C 5.479 -3.685 4.448  -0.147
C 4.314 -4.171 3.810  0.053
C 3.078 -3.882 4.435  -0.180
C 3.025 -3.161 5.614  -0.619
N 4.499 -4.960 2.707  -0.786
N 3.476 -5.270 1.924  -0.701
C 2.521 -4.351 1.572  -0.285
C 1.223 -4.825 1.358  -0.339
C 0.163 -3.992 0.985  -0.932
C 0.397 -2.659 0.755  0.373
O -0.565 -1.772 0.432  -0.365
C 1.697 -2.124 0.899  0.489
N 1.811 -0.794 0.638  0.112
C 3.004 -0.257 0.721  -0.549
C 4.155 -1.002 1.039  -1.088
C 4.041 -2.338 1.322  -0.525
C 2.770 -2.952 1.296  0.617
H 6.334 -2.593 6.079  0.374
H 6.434 -3.909 3.988  0.420
H 2.156 -4.239 3.999  0.359
H 2.068 -2.956 6.077  0.397
H 1.049 -5.878 1.539  0.339
H -0.838 -4.389 0.875  0.422
H 3.051 0.805 0.510  0.589
H 5.117 -0.507 1.059  0.440
H 4.910 -2.932 1.566  0.618
Br -6.355 -1.751 -4.385  -0.235
C -5.009 -0.624 -3.654  0.171
C -5.293 0.715 -3.438  -0.463
C -4.304 1.532 -2.914  -0.468
C -3.056 1.016 -2.584  0.529
C -2.797 -0.330 -2.809  -0.024
C -3.769 -1.158 -3.353  -0.786
C -2.019 1.953 -2.001  -0.026
O -1.976 3.108 -2.359  -0.616
O -1.250 1.416 -1.103  -0.382
H -6.270 1.110 -3.679  0.409
H -4.484 2.587 -2.756  0.423
H -1.823 -0.742 -2.576  0.451
H -3.563 -2.203 -3.537  0.436
C -1.132 -1.073 3.601  -0.842
Si -2.087 0.402 2.930  0.275
C -1.003 1.937 3.052  -1.030
C -3.591 0.682 4.049  -1.069
C -2.590 0.130 1.160  -0.776
H -1.029 -1.007 4.688  0.403
H -0.128 -1.127 3.175  0.126
H -1.628 -2.017 3.364  0.278
H -0.669 2.097 4.080  0.319
H -1.542 2.831 2.729  0.293
H -0.106 1.865 2.430  0.352
H -3.289 0.824 5.090  0.273
H -4.271 -0.173 4.009  0.283
H -4.150 1.567 3.736  0.279
H -3.185 0.971 0.793  0.378
H -3.169 -0.791 1.037  0.412
F 7.549 2.689 -2.757  -0.343
C 6.247 2.622 -2.405  0.579
C 5.830 3.039 -1.154  0.061
F 6.739 3.519 -0.284  -0.329
C 4.494 2.968 -0.805  0.300
F 4.176 3.396 0.429  -0.387
C 3.492 2.487 -1.663  -0.012
S 1.821 2.407 -1.227  -0.413
C 3.970 2.069 -2.917  0.246
F 3.119 1.582 -3.833  -0.340
C 5.299 2.133 -3.286  0.089
F 5.689 1.721 -4.508  -0.330

Forces on atoms 1 to 6 (eV/Å):
0.1 0.4 0.4
0.0 0.0 0.0
0.0 0.0 0.0
0.0 0.0 0.0
0.0 0.0 0.0
0.1 0.0 -0.1

Properties
total energy: -8902.92508 hartree
net charge: -2
E_LUMO (spin up / spin down): 3.266 / 3.265 eV
2S+1: 4
expectation value of S²: 3.81

---

# 2
Formula: C32H24Br3Cl2CrN5O7
Source: the OMol25 dataset
Level of theory: ωB97M-V/def2-TZVPD

Each line ends with the Mulliken charge.
Geometry (Å):
Cr 1.014 -0.590 1.610  0.821
C 4.163 -1.182 -0.813  -0.722
O 2.743 -1.096 -0.892  0.028
C 2.130 -0.836 -2.075  0.375
C 2.733 -0.876 -3.321  -0.956
C 1.980 -0.570 -4.447  -0.581
Br 2.829 -0.625 -6.141  -0.212
C 0.654 -0.228 -4.367  -0.945
C 0.029 -0.207 -3.114  1.187
C 0.766 -0.521 -1.975  -0.024
O 0.178 -0.473 -0.728  0.015
C -1.390 0.175 -3.075  0.344
N -2.082 0.487 -4.141  -0.797
C -3.344 0.804 -3.690  0.292
C -4.477 1.209 -4.395  -0.850
C -5.629 1.456 -3.672  -0.472
C -5.672 1.306 -2.278  -0.672
C -4.560 0.905 -1.562  -0.771
C -3.402 0.661 -2.291  0.781
N -2.140 0.261 -1.930  0.839
H 4.656 -1.044 -1.769  0.495
H 4.427 -2.163 -0.416  0.217
H 4.512 -0.408 -0.129  0.147
H 3.766 -1.155 -3.451  0.380
H 0.064 0.017 -5.237  0.652
H -0.413 -1.291 -0.592  0.291
H -4.446 1.318 -5.471  0.474
H -6.528 1.765 -4.191  0.406
H -6.600 1.502 -1.756  0.409
H -4.591 0.788 -0.485  0.481
H -1.830 0.020 -1.008  -0.587
Br 5.159 1.639 3.240  -0.167
C 4.730 -0.200 3.199  -0.076
C 5.598 -1.142 3.759  -0.416
C 5.291 -2.478 3.734  0.032
Br 6.517 -3.714 4.495  -0.230
C 4.088 -2.942 3.160  0.436
C 3.661 -4.286 3.099  -0.722
C 2.458 -4.578 2.512  -1.176
C 1.661 -3.552 1.994  -0.323
N 2.018 -2.283 2.040  0.641
C 3.223 -1.973 2.605  0.216
C 3.534 -0.574 2.598  0.684
O 2.685 0.237 2.045  -0.758
H 6.519 -0.811 4.218  0.424
H 4.282 -5.066 3.515  0.352
H 2.108 -5.600 2.451  0.443
H 0.708 -3.774 1.535  0.479
O -2.391 3.836 -2.819  -0.535
C -2.932 4.224 -1.584  -0.532
N -2.072 3.602 -0.603  -0.031
C -2.282 3.757 0.722  0.140
O -3.209 4.406 1.173  -0.662
C -1.324 3.030 1.622  0.458
C -1.114 3.512 2.907  -0.386
C -0.275 2.811 3.752  -1.024
C 0.304 1.643 3.299  -0.343
N 0.093 1.150 2.072  0.583
C -0.706 1.844 1.253  -0.273
H -3.031 3.996 -3.518  0.310
H -3.954 3.869 -1.443  0.319
H -2.923 5.313 -1.458  0.381
H -1.212 3.223 -0.969  0.218
H -1.615 4.419 3.221  0.513
H -0.071 3.157 4.755  0.433
H 0.962 1.067 3.938  0.457
H -0.851 1.414 0.272  0.325
Cl -1.968 -3.943 3.135  -0.167
C -2.610 -3.013 1.771  -0.024
Cl -3.827 -1.834 2.313  -0.170
C -1.490 -2.234 1.070  0.217
O -1.440 -2.327 -0.171  -0.784
O -0.746 -1.533 1.805  -0.720
H -3.096 -3.700 1.091  0.416

Forces on atoms 1 to 6 (eV/Å):
-0.7 -0.3 -0.6
0.0 0.0 0.1
0.0 0.0 0.0
-0.1 0.0 0.1
0.0 0.0 0.0
0.0 0.0 0.0

Properties
total energy: -11721.38232 hartree
net charge: 0
E_LUMO (spin up / spin down): -0.561 / -0.688 eV
2S+1: 5
expectation value of S²: 6.01

---

# 3
Formula: C32H24BrCrN4OS6
Source: the OMol25 dataset
Level of theory: ωB97M-V/def2-TZVPD

Each line ends with the Mulliken charge.
Geometry (Å):
Cr -0.983 -0.615 -0.682  0.021
Br -6.192 -5.784 -0.565  -0.195
C -5.100 -4.238 -0.598  -0.310
C -5.637 -3.020 -1.020  -0.379
C -4.851 -1.893 -1.041  -0.873
C -3.500 -1.933 -0.655  0.128
O -2.810 -0.813 -0.701  -0.301
C -2.967 -3.172 -0.231  0.596
C -1.615 -3.333 0.246  0.359
N -0.713 -2.424 0.201  0.737
C 0.581 -2.612 0.761  -0.041
C 1.013 -3.703 1.470  -0.770
C 2.335 -3.765 1.950  -0.960
C 3.218 -2.750 1.712  -0.900
C 2.805 -1.610 0.990  0.935
C 3.662 -0.525 0.690  -0.551
C 3.180 0.547 0.006  -0.980
C 1.826 0.554 -0.376  -0.461
N 1.010 -0.443 -0.131  0.953
C 1.478 -1.537 0.542  -0.090
C -3.792 -4.311 -0.203  -0.775
H -6.673 -2.968 -1.328  0.424
H -5.252 -0.941 -1.364  0.448
H -1.386 -4.303 0.682  0.053
H 0.351 -4.533 1.678  0.392
H 2.647 -4.635 2.512  0.387
H 4.236 -2.801 2.078  0.465
H 4.693 -0.557 1.022  0.474
H 3.795 1.405 -0.223  0.562
H 1.416 1.398 -0.915  0.579
H -3.379 -5.254 0.134  0.516
C -1.347 2.692 0.181  -1.096
C -1.224 2.483 -1.295  0.804
C -1.335 3.620 -2.130  -0.977
C -1.264 3.488 -3.479  -0.973
C -1.061 2.210 -4.039  1.232
C -0.962 2.015 -5.435  -0.948
C -0.730 0.767 -5.934  -0.661
C -0.582 -0.323 -5.058  -0.801
C -0.680 -0.168 -3.697  1.041
S -0.464 -1.527 -2.615  -0.599
C -0.935 1.119 -3.156  -0.586
N -1.033 1.266 -1.785  0.814
H -1.328 3.754 0.412  0.525
H -0.540 2.209 0.728  -0.166
H -2.290 2.271 0.536  0.192
H -1.475 4.587 -1.667  0.500
H -1.353 4.348 -4.131  0.421
H -1.067 2.872 -6.090  0.389
H -0.651 0.609 -7.002  0.392
H -0.381 -1.310 -5.456  0.466
C 5.200 0.808 3.883  -0.499
S 4.534 2.310 4.638  -0.118
C 3.741 3.028 3.253  0.005
C 2.584 2.594 2.693  -0.135
S 1.597 1.251 3.101  -0.335
S 2.077 3.575 1.320  0.032
C 3.346 4.755 1.315  0.003
S 3.422 5.999 0.237  -0.286
S 4.504 4.437 2.540  -0.142
H 5.715 0.257 4.670  0.383
H 5.910 1.060 3.095  0.248
H 4.376 0.211 3.494  -0.052
C -1.702 0.674 3.846  -1.253
C -1.470 0.299 2.462  0.761
N -1.268 0.015 1.373  0.033
H -1.974 -0.204 4.429  0.341
H -2.507 1.407 3.893  0.316
H -0.777 1.114 4.225  0.290

Forces on atoms 1 to 6 (eV/Å):
0.0 0.1 0.0
0.0 0.0 0.0
0.0 0.0 0.0
0.0 0.0 0.0
0.0 0.0 0.0
0.0 0.0 0.0

Properties
total energy: -7535.79477 hartree
net charge: 0
E_LUMO (spin up / spin down): -1.257 / -1.179 eV
2S+1: 2
expectation value of S²: 0.77

---

# 4
Formula: C32H24BrF5InN2O5S4
Source: the OMol25 dataset
Level of theory: ωB97M-V/def2-TZVPD

Each line ends with the Mulliken charge.
Geometry (Å):
In -17.934 -0.068 -6.757  2.450
F -20.729 5.608 -13.118  -0.338
C -20.431 4.414 -12.564  0.263
C -19.995 4.373 -11.223  -0.116
F -19.611 5.519 -10.663  -0.285
C -19.667 3.125 -10.622  -0.282
F -19.253 3.144 -9.350  -0.007
C -19.735 1.904 -11.273  0.332
S -19.120 0.474 -10.703  -0.349
C -20.303 1.987 -12.565  0.181
F -20.586 0.912 -13.353  -0.332
C -20.645 3.137 -13.222  0.220
F -21.230 3.062 -14.393  -0.312
Br -21.559 2.127 -6.266  -0.045
C -21.600 0.268 -6.562  0.141
C -22.868 -0.365 -6.449  -0.658
C -23.113 -1.551 -7.098  -0.397
C -21.929 -2.283 -7.466  -0.391
C -20.704 -1.658 -7.365  0.435
N -20.513 -0.348 -6.972  0.024
C -19.486 -2.503 -7.697  0.210
O -19.597 -3.713 -7.897  -0.721
O -18.270 -1.883 -7.686  -0.581
H -23.646 0.268 -6.070  0.408
H -24.119 -1.898 -7.462  0.342
H -21.938 -3.360 -7.795  0.399
C -16.652 -3.188 -5.418  -0.897
C -16.836 -2.054 -4.444  0.517
O -16.695 -2.150 -3.233  -0.670
O -17.101 -0.847 -4.991  -0.344
H -15.766 -3.780 -5.120  0.330
H -16.597 -2.915 -6.528  0.087
H -17.458 -3.897 -5.240  0.271
C -14.146 -1.746 -10.289  -1.503
C -15.087 -0.598 -10.781  2.291
C -16.199 -1.177 -11.719  -1.331
C -14.250 0.537 -11.403  -1.723
C -15.725 0.004 -9.542  -0.542
N -16.229 0.119 -8.502  -0.514
H -13.773 -2.255 -11.200  0.384
H -14.677 -2.532 -9.663  0.280
H -13.261 -1.350 -9.771  0.404
H -15.743 -1.550 -12.662  0.394
H -16.952 -0.435 -12.066  0.179
H -16.714 -1.989 -11.164  0.293
H -13.617 0.150 -12.180  0.432
H -13.562 0.945 -10.628  0.391
H -14.890 1.318 -11.808  0.370
O -17.964 1.884 -6.458  -0.629
C -17.470 2.643 -5.349  3.347
C -18.463 2.617 -4.164  -0.656
C -19.352 3.629 -3.825  -0.467
C -20.132 3.344 -2.652  -0.615
C -19.837 2.109 -2.121  -0.781
S -18.578 1.271 -3.032  0.144
C -17.282 4.110 -5.835  -0.564
C -17.766 4.578 -7.047  -0.777
C -17.471 5.936 -7.210  -0.615
C -17.001 6.557 -6.099  -0.507
S -16.624 5.337 -4.839  -0.077
C -16.078 2.110 -4.847  -0.496
C -14.948 2.038 -5.631  -0.481
C -13.817 1.653 -4.883  -0.780
C -14.198 1.180 -3.650  -0.616
S -15.853 1.515 -3.252  -0.016
H -19.456 4.628 -4.377  0.312
H -20.970 4.000 -2.310  0.307
H -20.365 1.619 -1.362  0.511
H -18.284 3.979 -7.785  0.584
H -17.643 6.475 -8.164  0.351
H -16.873 7.637 -5.904  0.406
H -14.950 2.374 -6.666  0.556
H -12.789 1.786 -5.243  0.377
H -13.499 0.824 -2.901  0.490

Forces on atoms 1 to 6 (eV/Å):
0.2 -0.5 -0.1
0.1 -0.3 -0.2
-0.2 -2.0 0.8
0.6 -1.6 -1.7
-0.3 0.4 0.7
-0.6 1.5 -0.5

Properties
total energy: -6575.77949 hartree
net charge: -1
E_LUMO: 1.791 eV

---

Q: The highest total energy belongs to which entry?
A: C32H24BrF5InN2O5S4